{"formula": "C3H7N2O3", "method": "ωB97M-V with the def2-TZVPD basis set", "species": ["C", "C", "N", "O", "C", "O", "N", "O", "H", "H", "H", "H", "H", "H", "H"], "coordinates": [[-1.2689, -0.9562, 0.3284], [0.2173, -0.8561, 0.1728], [0.9584, -1.8201, -0.1510], [2.2494, -1.8325, -0.1768], [0.5566, 0.8731, 0.4469], [-0.4785, 1.6437, -0.0516], [1.7768, 1.4283, -0.0036], [2.9247, 0.6369, 0.2043], [-1.4981, -1.9467, -0.1280], [-1.4912, -1.0210, 1.3886], [-1.6944, -0.0880, -0.0863], [0.5363, 0.8624, 1.5620], [-0.5538, 2.4628, 0.3616], [1.5902, 1.5256, -0.9919], [2.6169, -0.4301, -0.0047]], "de_lowest_kcal_mol": 170.49, "multiplicity": 1, "charge": -1, "smiles": "C/C(=N/[O-])[C@H](O)NO", "e_homo_ev": -3.1, "homo_lumo_gap_ev": 6.7, "e_lumo_ev": 3.62, "e_tot_ha": -453.61600}

---

{"formula": "C3H7N2OS", "method": "ωB97M-V with the def2-TZVPD basis set", "species": ["N", "C", "O", "N", "C", "C", "S", "H", "H", "H", "H", "H", "H", "H"], "coordinates": [[-1.2056, 0.7977, -1.1301], [-0.8502, -0.0899, 0.1418], [-1.5791, 0.1139, 1.2393], [0.6250, 0.4328, 0.5026], [1.5640, -0.6518, 0.5520], [1.1534, -1.8387, 0.0015], [-0.5946, -1.7821, -0.2788], [-1.4783, 0.2049, -1.7951], [-1.7391, 1.5772, -0.7670], [-2.4916, -0.1109, 1.3357], [0.6124, 0.9563, 1.3612], [0.9288, 1.1230, -0.2641], [2.5397, -0.4155, 0.5743], [1.8496, -2.6094, -0.0588]], "de_lowest_kcal_mol": 61.50, "multiplicity": 1, "charge": 1, "smiles": "N[C@]1(O)[NH2+]C=CS1", "e_homo_ev": -13.5, "homo_lumo_gap_ev": 10.0, "e_lumo_ev": -3.51, "e_tot_ha": -701.12674}

---

{"formula": "C3H7N2OS", "method": "ωB97M-V with the def2-TZVPD basis set", "species": ["C", "C", "C", "N", "N", "O", "S", "H", "H", "H", "H", "H", "H", "H"], "coordinates": [[2.9984, -0.4846, -0.4156], [-0.5640, -0.0178, 0.1282], [-1.2399, -0.8008, -0.9693], [-0.4865, -0.4578, 1.3361], [0.2057, 1.0086, -0.2219], [2.7386, -1.5652, -0.2356], [1.2885, 1.9374, 0.7325], [0.4352, 2.9904, 0.8785], [-1.7925, -1.5542, -0.4984], [-1.8328, -0.0592, -1.5721], [-0.3916, -1.2384, -1.5135], [-1.1826, -1.1152, 1.5806], [-0.0545, 0.1612, 1.9667], [-0.1218, 1.1955, -1.1962]], "de_lowest_kcal_mol": 31.34, "multiplicity": 3, "charge": 1, "e_homo_ev": [-10.1, -15.5], "homo_lumo_gap_ev": [6.5, 7.7], "e_lumo_ev": [-3.59, -7.81], "s2": 2.00, "e_tot_ha": -701.01236}

---

{"formula": "C3H7N2OS", "method": "ωB97M-V with the def2-TZVPD basis set", "species": ["C", "C", "C", "N", "N", "O", "S", "H", "H", "H", "H", "H", "H", "H"], "coordinates": [[-3.2653, 0.5139, 0.2589], [-2.3413, -0.1627, -0.0378], [2.0630, 1.5264, -0.3928], [2.2054, 0.2638, -0.2328], [-1.3684, -1.0787, -0.5073], [1.3331, -0.5320, -0.4019], [3.7847, -0.2901, 0.2776], [-3.8944, 1.2339, 0.7499], [1.2504, 1.9307, -0.8432], [2.8555, 2.1250, -0.1721], [-1.2874, -1.1710, -1.5656], [-1.4185, -1.9387, 0.0120], [-0.4349, -0.6928, -0.2797], [3.6279, -1.4950, -0.3292]], "de_lowest_kcal_mol": 118.22, "multiplicity": 3, "charge": 1, "e_homo_ev": [-10.0, -13.6], "homo_lumo_gap_ev": [6.2, 7.9], "e_lumo_ev": [-3.72, -5.68], "s2": 2.01, "e_tot_ha": -700.87391}

---

{"formula": "C3H7N2P", "method": "ωB97M-V with the def2-TZVPD basis set", "species": ["C", "C", "C", "N", "N", "P", "H", "H", "H", "H", "H", "H", "H"], "coordinates": [[1.1932, -0.8462, 0.0061], [2.5717, -0.5990, -0.1145], [-1.3564, 1.5062, -0.0181], [0.2602, 0.1236, -0.0435], [-1.0623, 0.1059, -0.1427], [-2.5658, -0.7930, -0.1206], [0.7642, -1.9022, 0.2835], [3.1321, 0.2014, -0.4415], [3.3396, -1.3060, 0.1173], [-0.6270, 2.1584, -0.6765], [-2.5012, 1.5953, -0.2561], [-1.1399, 1.9349, 1.0570], [-2.0086, -2.1795, 0.3497]], "de_lowest_kcal_mol": 66.67, "multiplicity": 1, "e_homo_ev": [-7.8, -7.8], "homo_lumo_gap_ev": [7.0, 7.2], "e_lumo_ev": [-0.82, -0.56], "e_tot_ha": -569.18529}

---

{"formula": "C3H7N2S", "method": "ωB97M-V with the def2-TZVPD basis set", "species": ["C", "C", "C", "N", "N", "S", "H", "H", "H", "H", "H", "H", "H"], "coordinates": [[0.1737, -0.7522, 0.4875], [-2.2525, -0.1215, 0.0195], [-1.3995, 1.0924, -0.0144], [0.8747, -1.6383, -0.2496], [0.0551, 0.6149, -0.1528], [-3.7682, -0.4961, -0.0616], [0.3249, -0.6999, 1.5298], [-1.6465, 1.4003, 0.9853], [-1.6339, 1.9488, -0.7619], [1.6915, -2.2366, 0.1142], [0.4007, -1.7833, -1.1374], [0.7727, 1.2761, 0.4077], [0.3641, 0.5368, -1.2196]], "de_lowest_kcal_mol": 113.26, "multiplicity": 1, "charge": 1, "e_homo_ev": [-12.2, -11.8], "homo_lumo_gap_ev": [7.7, 7.5], "e_lumo_ev": [-4.45, -4.28], "e_tot_ha": -625.79170}

---

{"formula": "C3H7N2S", "method": "ωB97M-V with the def2-TZVPD basis set", "species": ["C", "C", "C", "N", "N", "S", "H", "H", "H", "H", "H", "H", "H"], "coordinates": [[-1.1678, -1.5760, 0.7911], [-0.1536, -0.6306, 0.8791], [-2.0848, -1.2840, -0.2017], [-1.8116, -0.2198, -0.9118], [1.5730, 1.5781, 0.1175], [-0.3356, 0.6336, -0.3351], [-1.2381, -2.3235, 1.5534], [0.5673, -0.5053, 1.6858], [-3.0015, -1.8490, -0.1211], [-2.2396, 0.3377, -1.5874], [1.3666, 2.3955, -0.5129], [2.2052, 0.9309, -0.3115], [1.9137, 1.8208, 0.9757]], "de_lowest_kcal_mol": 28.50, "multiplicity": 1, "charge": 1, "e_homo_ev": -14.3, "homo_lumo_gap_ev": 9.8, "e_lumo_ev": -4.56, "e_tot_ha": -625.92676}

---

{"formula": "C3H7N2S3", "method": "ωB97M-V with the def2-TZVPD basis set", "species": ["N", "C", "N", "C", "C", "S", "S", "S", "H", "H", "H", "H", "H", "H", "H"], "coordinates": [[1.1134, -1.2786, 1.7292], [0.0464, -0.8702, 0.9276], [0.1132, 0.6467, 0.6959], [-0.7209, 1.0276, -0.4154], [-0.4087, 0.1472, -1.5986], [-1.4058, 0.4084, -3.0896], [0.5625, 0.8743, -2.8733], [0.0874, -1.4235, -0.9678], [1.9550, -1.0862, 1.3122], [0.9936, -2.1767, 2.1649], [-0.9276, -1.2562, 1.2168], [1.0046, 0.7330, 0.2580], [0.0574, 1.2550, 1.5462], [-0.6326, 2.0000, -0.8836], [-1.8379, 0.9993, -0.0223]], "de_lowest_kcal_mol": 0.00, "multiplicity": 1, "charge": 1, "smiles": "N[C@H]1[NH2+]CC2(SS2)S1", "e_homo_ev": -12.2, "homo_lumo_gap_ev": 8.4, "e_lumo_ev": -3.71, "e_tot_ha": -1422.27772}

---

{"formula": "C3H7N2Si", "method": "ωB97M-V with the def2-TZVPD basis set", "species": ["C", "C", "C", "N", "N", "Si", "H", "H", "H", "H", "H", "H", "H"], "coordinates": [[-1.4963, -1.2255, 0.7711], [-0.5377, -0.9931, -0.2054], [-0.4371, 0.5621, 1.3372], [-1.4277, -0.2388, 1.6963], [0.1015, 0.1342, 0.1769], [2.2664, 1.0004, -2.0112], [-2.2395, -2.1449, 0.8898], [-0.2777, -1.5919, -0.9556], [-0.0625, 1.4187, 1.9852], [-2.0544, -0.0016, 2.5491], [3.3746, 0.0892, -1.8927], [1.5079, 1.9390, -1.2654], [1.2826, 1.0523, -3.0754]], "de_lowest_kcal_mol": 87.82, "multiplicity": 1, "charge": 1, "e_homo_ev": -12.4, "homo_lumo_gap_ev": 5.7, "e_lumo_ev": -6.66, "e_tot_ha": -517.12630}

---

{"formula": "C3H7N3", "method": "ωB97M-V with the def2-TZVPD basis set", "species": ["H", "N", "C", "C", "C", "N", "N", "H", "H", "H", "H", "H", "H"], "coordinates": [[-1.1924, -0.4256, 2.1958], [-0.2508, -0.1947, 1.7522], [-0.1746, -0.1924, 0.4790], [-1.2572, -0.2645, -0.5196], [-1.2057, 0.5349, -1.6265], [1.0800, -0.0236, -0.1542], [2.2060, 0.0182, 0.6773], [-2.1033, -1.0256, -0.4049], [-2.0032, 0.3226, -2.4337], [-0.4196, 1.4058, -1.5593], [1.0833, -0.6741, -0.9601], [1.9703, -0.4930, 1.5458], [2.2671, 1.0121, 1.0082]], "de_lowest_kcal_mol": 47.94, "multiplicity": 1, "smiles": "[H]/N=C(\\C=C)NN", "e_homo_ev": -9.2, "homo_lumo_gap_ev": 10.1, "e_lumo_ev": 0.85, "e_tot_ha": -282.69785}

---

{"formula": "C3H7N3", "method": "ωB97M-V with the def2-TZVPD basis set", "species": ["C", "C", "N", "N", "C", "N", "H", "H", "H", "H", "H", "H", "H"], "coordinates": [[0.0203, -1.2299, -0.8242], [-0.0623, 0.1665, 0.2339], [1.2393, 0.4628, 0.7724], [-0.4611, 1.3235, -0.5929], [-1.0259, -0.1250, 1.2377], [-1.8801, -0.1494, 1.9975], [0.6160, -1.1725, -1.7056], [0.5344, -1.8926, -0.1437], [-0.8976, -1.6162, -0.9921], [1.6257, 1.1881, 0.0828], [1.8157, -0.2399, 0.9337], [-0.1195, 2.1517, -0.1242], [-1.4050, 1.1328, -0.8754]], "de_lowest_kcal_mol": 37.64, "multiplicity": 1, "smiles": "CC(N)(N)C#N", "e_homo_ev": -9.8, "homo_lumo_gap_ev": 10.7, "e_lumo_ev": 0.87, "e_tot_ha": -282.71427}

---

{"formula": "C3H7N3", "method": "ωB97M-V with the def2-TZVPD basis set", "species": ["H", "N", "C", "N", "N", "C", "C", "H", "H", "H", "H", "H", "H"], "coordinates": [[-2.5716, -0.8906, 0.0066], [-1.7298, -1.3078, -0.1544], [-0.9136, -0.3496, -0.1383], [-1.1615, 1.0707, -0.0972], [0.3623, -0.8041, -0.3245], [1.4197, 0.0339, -0.7427], [1.4381, -0.4057, 0.6808], [-2.0605, 1.1242, 0.2051], [-0.6420, 1.6241, 0.7192], [1.9137, -0.2279, -1.7719], [0.9720, 1.1658, -0.7711], [1.8722, -1.4506, 1.0349], [1.1010, 0.4176, 1.3535]], "de_lowest_kcal_mol": 73.12, "multiplicity": 1, "smiles": "[H]/N=C(\\N)N1CC1", "e_homo_ev": -9.6, "homo_lumo_gap_ev": 10.3, "e_lumo_ev": 0.72, "e_tot_ha": -282.65773}